Formula: C14H18N4O2S
Source: the Open Molecules 2025 dataset
Level of theory: ωB97M-V/def2-TZVPD

The calculation puts the energy above the lowest of the compared OMol25 structures with the same formula, charge and spin at 413.2 kcal/mol. As for the max |F|: 0.372 Eh/bohr. The spin multiplicity is 1.

Cartesian coordinates (Å):
C -5.562 1.908 -2.446
N -4.521 1.444 -1.785
C -4.283 0.064 -1.597
N -3.089 -0.031 -0.784
C -2.508 1.373 -0.582
C -3.361 2.122 -1.027
H -3.306 3.175 -0.922
S -1.100 1.553 0.345
O -0.772 2.905 0.122
O -1.394 1.204 1.818
N -0.003 0.400 -0.336
C 1.464 1.006 -0.201
H 1.439 2.350 -0.425
C 2.240 0.187 -0.985
N 2.288 -1.096 -0.749
C 3.048 -1.719 0.494
C 3.074 -2.930 0.627
C 3.928 -3.639 1.562
C 4.639 -2.891 2.123
C 4.674 -1.576 2.173
C 3.949 -0.893 1.088
H 3.887 -0.005 1.194
H 5.293 -0.976 2.691
H 5.357 -3.433 3.129
H 3.977 -4.799 1.284
H 2.400 -3.692 -0.140
C 0.907 -1.450 -0.727
H 0.720 -2.778 -0.635
C -0.067 -0.834 0.205
H -1.183 -1.071 -0.034
H 0.119 -1.023 1.042
H 0.662 -1.451 -1.942
H 3.280 0.587 -0.900
H 2.046 0.477 -1.977
H 1.704 1.072 0.997
H -4.845 -0.904 -1.925
H -6.056 2.612 -2.037
H -6.207 1.001 -2.664
H -5.110 2.447 -3.345